Density functional theory data (ωB97M-V/def2-TZVPD) for one molecule with the formula C2H6N2.

orbital gap	9.70	eV
maximum force	3.60	eV Å⁻¹
relative energy (zero: lowest compared OMol25 entry of this formula, charge and spin)	273.74	kJ/mol
highest occupied orbital energy	-8.486	eV
SMILES	C=NNC

Each line ends with the Mulliken charge.
Cartesian coordinates (Å):
N 0.921 0.117 0.144  -0.415
N -0.426 0.004 0.195  -0.102
C -1.115 0.341 -1.055  -0.639
C 1.549 -0.203 1.195  -0.348
H -2.142 -0.157 -1.321  0.266
H 1.119 -0.717 2.059  0.223
H -1.311 1.430 -1.176  0.210
H 2.583 -0.007 1.142  0.276
H -0.823 -0.864 0.790  0.287
H -0.354 0.057 -1.973  0.243

***

Density functional theory data (ωB97M-V/def2-TZVPD) for one molecule with the formula C2H6N2.

orbital gap	9.55	eV
maximum force	2.07	eV Å⁻¹
relative energy (zero: lowest compared OMol25 entry of this formula, charge and spin)	177.94	kJ/mol
highest occupied orbital energy	-8.463	eV
SMILES	C/C=N\N

Each line ends with the Mulliken charge.
Cartesian coordinates (Å):
N 1.643 -0.280 0.001  -0.261
N 1.008 0.924 0.000  -0.469
C -1.210 -0.267 0.007  -0.989
C -0.273 0.910 -0.033  0.155
H 2.675 -0.232 -0.004  0.204
H -0.976 -1.012 -0.804  0.253
H 1.241 -1.215 -0.022  0.173
H -2.237 0.020 -0.107  0.303
H -0.789 1.882 0.011  0.333
H -1.082 -0.730 0.951  0.298

***

Density functional theory data (ωB97M-V/def2-TZVPD) for one molecule with the formula C2H6N2.

orbital gap	10.20	eV
maximum force	2.29	eV Å⁻¹
relative energy (zero: lowest compared OMol25 entry of this formula, charge and spin)	118.00	kJ/mol
highest occupied orbital energy	-9.200	eV
SMILES	[H]/N=C/NC

Each line ends with the Mulliken charge.
Cartesian coordinates (Å):
N 0.124 -0.048 -0.675  -0.309
N 1.903 1.121 0.357  -0.656
C -1.115 -0.782 -0.399  -0.883
C 0.717 0.603 0.354  0.091
H 1.917 1.507 1.301  0.262
H 0.063 0.741 1.236  0.235
H -1.538 -1.194 -1.311  0.339
H 0.861 -0.581 -1.136  0.280
H -1.175 -1.451 0.464  0.296
H -1.755 0.084 -0.190  0.346

***

Density functional theory data (ωB97M-V/def2-TZVPD) for one molecule with the formula C2H6N2.

orbital gap	10.42	eV
maximum force	0.78	eV Å⁻¹
relative energy (zero: lowest compared OMol25 entry of this formula, charge and spin)	109.38	kJ/mol
highest occupied orbital energy	-9.406	eV
SMILES	C/N=C\N

Each line ends with the Mulliken charge.
Cartesian coordinates (Å):
N -0.433 0.803 -0.621  -0.455
N -0.444 -1.041 0.893  -0.558
C 0.998 0.668 -0.832  -0.689
C -1.036 0.030 0.158  0.133
H -1.119 -1.745 1.152  0.238
H 1.488 0.033 -0.095  0.294
H 1.174 0.175 -1.787  0.249
H 0.070 -0.740 1.711  0.206
H -2.109 0.152 0.312  0.329
H 1.409 1.666 -0.892  0.254

***

Density functional theory data (ωB97M-V/def2-TZVPD) for a 2-piece molecular cluster, C2H6N2O overall.

orbital gap	10.64	eV
maximum force	1.90	eV Å⁻¹
relative energy (zero: lowest compared OMol25 entry of this formula, charge and spin)	179.01	kJ/mol
highest occupied orbital energy	-9.766	eV
SMILES	NC=O.C=N

Each line ends with the Mulliken charge.
Cartesian coordinates (Å):
O -2.387 0.863 1.141  -0.512
N -1.398 -0.625 -0.303  -0.327
N 1.780 -0.574 -0.003  -0.517
C -2.440 0.084 0.226  0.120
C 2.342 0.507 0.345  -0.202
H -3.360 -0.014 -0.379  0.282
H 2.288 0.882 1.364  0.255
H -0.501 -0.228 -0.039  0.212
H -1.506 -0.950 -1.243  0.248
H 2.931 1.113 -0.349  0.233
H 2.251 -1.057 -0.760  0.207

***

Density functional theory data (ωB97M-V/def2-TZVPD) for a 2-piece molecular cluster, C2H6N2O overall.

orbital gap	9.70	eV
maximum force	4.19	eV Å⁻¹
relative energy (zero: lowest compared OMol25 entry of this formula, charge and spin)	439.16	kJ/mol
highest occupied orbital energy	-8.928	eV
SMILES	[NH3+][O-].CC#N

Each line ends with the Mulliken charge.
Cartesian coordinates (Å):
O -0.982 0.884 -0.031  -0.641
N -1.878 -0.093 0.070  -0.271
N 0.242 -1.463 -0.015  -0.682
C 0.830 -0.467 -0.104  0.760
C 1.920 0.444 -0.021  -1.105
H 2.592 0.132 0.664  0.315
H 1.444 1.349 0.261  0.325
H -2.571 -0.116 0.904  0.318
H -1.432 -1.062 0.006  0.305
H 2.348 0.693 -0.895  0.352
H -2.512 -0.302 -0.840  0.325

***

Density functional theory data (ωB97M-V/def2-TZVPD) for a 2-piece molecular cluster, C2H6N2O overall.

orbital gap (spin up / spin down)	8.77 / 8.76	eV
maximum force	4.28	eV Å⁻¹
relative energy (zero: lowest compared OMol25 entry of this formula, charge and spin)	717.49	kJ/mol
highest occupied orbital energy (spin up / spin down)	-8.774 / -8.443	eV

Each line ends with the Mulliken charge.
Cartesian coordinates (Å):
O 0.135 -0.917 1.632  -0.536
N 0.322 -0.299 0.636  0.577
N 0.545 0.734 0.156  -0.265
C 0.788 2.046 0.757  -0.658
C -1.034 -2.158 -1.581  -0.909
H -0.025 2.631 0.630  0.262
H -2.072 -2.210 -1.492  0.297
H 1.001 1.810 1.739  0.349
H -0.582 -1.288 -2.028  0.298
H 1.661 2.499 0.388  0.268
H -0.741 -2.847 -0.837  0.318

***

Density functional theory data (ωB97M-V/def2-TZVPD) for a 2-piece molecular cluster, C2H6N2O overall.

orbital gap	10.79	eV
maximum force	3.24	eV Å⁻¹
relative energy (zero: lowest compared OMol25 entry of this formula, charge and spin)	181.89	kJ/mol
highest occupied orbital energy	-9.900	eV
SMILES	NC=O.C=N

Each line ends with the Mulliken charge.
Cartesian coordinates (Å):
O -2.114 -0.884 1.467  -0.514
N 1.668 0.982 -0.463  -0.618
N -1.216 -0.081 -0.523  -0.262
C 2.336 0.013 0.032  -0.186
C -2.229 -0.512 0.322  0.080
H 2.732 -0.799 -0.570  0.274
H 1.523 1.614 0.324  0.268
H 2.438 -0.034 1.117  0.239
H -3.239 -0.310 -0.055  0.289
H -0.295 0.150 -0.207  0.217
H -1.604 -0.139 -1.445  0.213

***

Density functional theory data (ωB97M-V/def2-TZVPD) for a 4-piece molecular cluster, C2H6N2O overall.

orbital gap	7.52	eV
maximum force	6.32	eV Å⁻¹
relative energy (zero: lowest compared OMol25 entry of this formula, charge and spin)	1360.63	kJ/mol
highest occupied orbital energy	-9.272	eV

Each line ends with the Mulliken charge.
Cartesian coordinates (Å):
O 2.011 -0.211 0.245  -0.412
N 0.910 -0.605 -0.620  -0.319
N -1.191 -1.276 0.213  -0.615
C -0.442 1.200 -0.093  -0.645
C -0.297 -0.219 -0.113  0.342
H 0.949 -1.665 -0.606  0.367
H 1.369 1.604 -0.394  0.289
H -2.215 -0.910 -0.092  0.253
H -1.234 1.411 1.774  0.168
H -1.625 1.293 -1.358  0.223
H 1.766 -0.621 1.045  0.347

***

Density functional theory data (ωB97M-V/def2-TZVPD) for one molecule with the formula C2H6N2O.

orbital gap	8.67	eV
maximum force	4.23	eV Å⁻¹
relative energy (zero: lowest compared OMol25 entry of this formula, charge and spin)	338.93	kJ/mol
highest occupied orbital energy	-7.736	eV
SMILES	C/[N+]([O-])=C/N

Each line ends with the Mulliken charge.
Cartesian coordinates (Å):
O 0.040 -0.712 -1.452  -0.748
N 0.183 -0.175 -0.318  0.328
N -1.891 0.740 -0.454  -0.467
C 1.727 -0.529 0.415  -0.728
C -0.736 0.514 0.264  -0.107
H 1.519 -0.819 1.436  0.295
H -2.768 0.749 0.047  0.226
H -1.889 0.149 -1.286  0.290
H -0.588 0.997 1.209  0.338
H 2.279 0.399 0.347  0.288
H 2.122 -1.313 -0.208  0.285